<a>
{"formula": "CH2F2N2", "method": "ωB97M-V/def2-TZVPD", "smiles": "N/C(F)=N/F", "homo_lumo_gap_ev": 10.68, "homo_energy_ev": -9.90, "symbols": ["N", "C", "F", "N", "F", "H", "H"], "coordinates": [[-0.019, -0.021, -0.240], [-0.398, -0.420, -1.469], [0.261, 0.400, -2.299], [-1.002, -1.485, -1.729], [-1.280, -1.599, -3.028], [-0.666, -0.087, 0.533], [0.584, 0.792, -0.336]], "mulliken_charge": [-0.41, 0.66, -0.22, -0.40, -0.13, 0.25, 0.24]}

<b>
{"formula": "CH2F2N2", "method": "ωB97M-V/def2-TZVPD", "homo_lumo_gap_ev": [8.65, 8.65], "homo_energy_ev": [-9.60, -9.60], "symbols": ["C", "N", "N", "F", "F", "H", "H"], "coordinates": [[-2.075, 0.241, 0.464], [0.683, -0.609, -0.664], [-0.820, 0.126, 0.190], [-2.957, -0.607, 0.015], [-0.095, 1.101, 0.710], [1.082, -0.799, 0.232], [1.110, 0.222, -0.942]], "mulliken_charge": [0.11, -0.39, -0.04, -0.13, -0.12, 0.29, 0.29]}

Which structure is the least stable? The one labeled <b>.

<a>
{"formula": "C3H3Cl2N", "method": "ωB97M-V/def2-TZVPD", "homo_lumo_gap_ev": 9.03, "homo_energy_ev": -10.77, "symbols": ["C", "C", "C", "N", "Cl", "Cl", "H", "H", "H"], "coordinates": [[2.571, 1.669, 0.136], [0.101, -0.309, -0.135], [1.576, -0.368, -0.024], [2.894, 2.756, 0.196], [2.285, -0.847, -1.528], [2.303, -1.013, 1.451], [-0.575, -1.046, -0.661], [-0.188, 0.646, -0.585], [-0.322, -0.159, 0.793]], "mulliken_charge": [-0.02, -1.08, 0.52, -0.33, -0.07, -0.07, 0.32, 0.35, 0.38]}

<b>
{"formula": "C3H3Cl2N", "method": "ωB97M-V/def2-TZVPD", "smiles": "[H]/N=C\\Cl.C#CCl", "homo_lumo_gap_ev": 10.97, "homo_energy_ev": -10.24, "symbols": ["H", "N", "C", "Cl", "H", "C", "C", "Cl", "H"], "coordinates": [[-1.631, 2.420, -0.491], [-1.903, 1.489, -0.190], [-1.178, 0.897, 0.614], [0.309, 1.467, 1.326], [-1.440, -0.097, 0.947], [1.181, -2.045, -0.075], [1.619, -1.234, -0.843], [2.216, -0.099, -1.851], [0.828, -2.799, 0.562]], "mulliken_charge": [0.26, -0.43, -0.04, -0.16, 0.36, -0.25, 0.05, -0.15, 0.35]}

<c>
{"formula": "C3H3Cl2N", "method": "ωB97M-V/def2-TZVPD", "smiles": "[H]/N=C\\Cl.C#CCl", "homo_lumo_gap_ev": 9.52, "homo_energy_ev": -9.82, "symbols": ["H", "N", "C", "Cl", "H", "C", "C", "Cl", "H"], "coordinates": [[0.312, 0.568, -0.729], [-0.527, 1.003, -1.040], [-1.525, 1.179, -0.428], [-1.695, 0.598, 1.198], [-2.241, 1.575, -1.123], [1.520, -1.062, 1.180], [1.132, -1.083, 0.066], [1.145, -2.277, -1.121], [1.880, -0.502, 1.996]], "mulliken_charge": [0.33, -0.42, -0.03, -0.18, 0.38, -0.12, -0.19, -0.10, 0.32]}

Which structure is the least stable? The one labeled <c>.

<a>
{"formula": "C8H13N", "method": "ωB97M-V/def2-TZVPD", "smiles": "C=C1[C@@H](N)[C@H](C)[C@@H]2C[C@@H]12", "homo_lumo_gap_ev": 9.43, "homo_energy_ev": -8.39, "symbols": ["C", "C", "C", "N", "C", "C", "C", "C", "C", "H", "H", "H", "H", "H", "H", "H", "H", "H", "H", "H", "H", "H"], "coordinates": [[0.432, -1.764, 1.775], [0.565, -0.902, 0.766], [-0.213, -0.930, -0.607], [-1.273, -1.933, -0.768], [-0.630, 0.551, -0.931], [0.262, 1.082, -2.074], [-0.462, 1.275, 0.467], [0.466, 1.830, 1.496], [0.891, 0.561, 0.822], [-0.071, -2.758, 1.641], [0.985, -1.597, 2.761], [0.649, -1.145, -1.344], [-0.823, -2.834, -0.819], [-1.877, -1.855, 0.030], [-1.730, 0.583, -1.230], [0.026, 0.673, -3.015], [0.226, 2.207, -2.103], [1.309, 0.803, -1.905], [-1.348, 0.906, 1.050], [-0.075, 1.746, 2.473], [1.128, 2.716, 1.531], [1.564, 0.786, -0.016]], "mulliken_charge": [-0.86, 0.05, 0.06, -0.67, 0.11, -1.67, -0.19, -0.55, 0.10, 0.24, 0.26, 0.29, 0.30, 0.31, 0.35, 0.46, 0.33, 0.36, 0.16, 0.23, 0.26, 0.06]}

<b>
{"formula": "C8H13N", "method": "ωB97M-V/def2-TZVPD", "smiles": "C[C@@]12CC=C[C@H](CC1)N2", "homo_lumo_gap_ev": 8.21, "homo_energy_ev": -7.24, "symbols": ["C", "C", "C", "C", "C", "C", "C", "C", "N", "H", "H", "H", "H", "H", "H", "H", "H", "H", "H", "H", "H", "H"], "coordinates": [[-0.119, 0.364, 1.724], [0.887, 0.194, 0.386], [0.517, 1.796, -0.088], [-1.113, 1.547, -0.399], [-1.671, 0.414, -0.821], [-0.768, -0.785, -0.703], [0.091, -2.101, -0.081], [1.505, -1.248, 0.546], [0.469, -0.177, -1.101], [-0.357, -0.605, 2.211], [-0.795, 1.300, 1.868], [1.049, 0.346, 2.333], [0.554, 2.537, 0.615], [1.025, 2.088, -1.038], [-1.701, 2.500, -0.004], [-2.766, 0.222, -1.081], [-0.793, -0.438, 0.282], [-0.554, -2.671, 0.669], [0.350, -2.718, -0.951], [2.028, -1.497, 1.524], [2.272, -1.504, -0.242], [0.431, 0.592, -1.861]], "mulliken_charge": [-0.95, 0.26, -1.02, -0.53, -0.27, 0.08, -0.50, -0.59, -0.62, 0.42, 0.28, 0.26, 0.46, 0.31, 0.31, 0.34, 0.10, 0.31, 0.33, 0.34, 0.32, 0.37]}

<c>
{"formula": "C8H13N", "method": "ωB97M-V/def2-TZVPD", "smiles": "C=C[C@@H](C(C)C)[C@@H]1C=N1", "homo_lumo_gap_ev": 10.64, "homo_energy_ev": -9.59, "symbols": ["C", "C", "C", "C", "C", "C", "C", "C", "N", "H", "H", "H", "H", "H", "H", "H", "H", "H", "H", "H", "H", "H"], "coordinates": [[0.621, -2.378, -0.495], [0.077, -1.261, -0.916], [-0.560, -0.284, 0.166], [0.492, 0.834, 0.431], [1.028, 1.644, -0.718], [1.539, 0.128, 1.151], [-1.889, 0.395, -0.202], [-3.119, 0.335, 0.491], [-3.058, -0.493, -0.491], [1.224, -2.991, -1.220], [0.708, -2.963, 0.443], [-0.023, -0.966, -1.979], [-0.714, -0.817, 1.130], [0.048, 1.496, 1.160], [1.614, 1.040, -1.481], [1.527, 2.447, -0.261], [0.372, 2.159, -1.357], [1.306, -0.118, 2.181], [1.781, -0.795, 0.636], [2.511, 0.728, 1.152], [-1.770, 1.047, -1.087], [-3.715, 0.813, 1.267]], "mulliken_charge": [-0.84, -0.34, 0.10, 0.65, -1.69, -1.41, 0.23, -0.46, -0.55, 0.22, 0.32, 0.33, 0.36, 0.30, 0.29, 0.49, 0.43, 0.36, 0.30, 0.35, 0.27, 0.28]}

Which structure is the least stable? The one labeled <b>.